Record 1
62
Properties=species:S:1:pos:R:3:nbo_charge:R:1 method="wB97M-V/def2-TZVPD" homo_lumo_gap_ev="2.919 / 2.913" total_charge=-2 spin_multiplicity=2
C 1.134 -6.729 -2.137 -0.27
C 1.346 -5.233 -2.372 -0.40
C 1.009 -6.947 -0.601 -0.38
C 1.507 -5.609 0.063 -0.27
H 1.669 -7.798 -0.353 0.23
H -0.034 -7.229 -0.376 0.22
C 2.129 -4.749 -1.120 -0.20
H 0.370 -4.708 -2.411 0.24
H 1.891 -5.013 -3.318 0.22
C 2.146 -3.209 -0.939 0.00
H 3.186 -5.112 -1.275 0.17
H 2.353 -5.886 0.725 0.20
C 0.470 -4.842 0.853 0.15
C -0.059 -7.242 -2.937 0.83
C 2.280 -7.576 -2.693 0.84
O 2.660 -8.613 -2.191 -0.63
O -1.129 -6.656 -3.005 -0.59
O 0.205 -8.422 -3.526 -0.52
O 2.825 -7.096 -3.824 -0.51
C 3.788 -8.014 -4.347 -0.26
H 4.104 -7.579 -5.295 0.18
H 3.316 -8.987 -4.489 0.19
H 4.626 -8.116 -3.655 0.19
C -0.864 -8.928 -4.324 -0.26
H -1.797 -8.993 -3.757 0.20
H -0.531 -9.921 -4.627 0.18
H -1.018 -8.298 -5.207 0.19
O 1.170 -2.688 -0.179 -0.89
H 2.194 -2.791 -1.989 0.13
H 3.154 -2.991 -0.539 0.13
C 0.783 -4.424 2.241 -0.66
C -0.911 -4.902 0.368 -0.68
H -1.632 -5.743 0.681 0.17
H -0.960 -4.880 -0.730 0.22
H -1.388 -3.972 0.681 0.24
H 0.195 -3.518 2.442 0.23
H 1.824 -4.063 2.280 0.21
H 0.637 -5.140 3.141 0.17
Yb 0.339 -1.038 0.192 1.02
C 1.986 0.767 1.375 -0.35
C 2.873 -0.305 1.054 -0.37
C 3.028 -0.329 -0.363 -0.34
H 3.384 -0.960 1.763 0.20
C 2.204 0.689 -0.924 -0.35
C 1.565 1.370 0.153 -0.37
H 0.874 2.211 0.061 0.22
H 1.699 1.074 2.377 0.22
H 3.706 -0.978 -0.921 0.20
H 2.124 0.917 -1.983 0.20
C -2.248 -0.894 -0.601 -0.35
C -1.632 0.299 -1.079 -0.37
C -0.715 -0.073 -2.106 -0.34
H -1.835 1.306 -0.724 0.23
C -0.796 -1.484 -2.296 -0.36
C -1.754 -1.989 -1.370 -0.36
H -2.104 -3.031 -1.324 0.20
H -2.979 -0.976 0.210 0.22
H -0.076 0.600 -2.685 0.20
H -0.262 -2.082 -3.045 0.20
S -0.929 -0.791 2.666 -0.30
C -1.254 0.773 2.395 0.06
N -1.493 1.928 2.211 -0.54



Record 2
110
Properties=species:S:1:pos:R:3:mulliken_charge:R:1 method="wB97M-V/def2-TZVPD" homo_lumo_gap_ev=5.938 total_charge=-1
C 3.940 -5.651 2.388 -0.72
C 3.417 -4.946 1.573 -0.60
C 2.842 -4.069 0.577 1.75
Al 4.126 -3.485 -0.916 -0.78
C 3.018 -3.213 -2.640 -0.15
O 2.881 -4.410 -3.440 -0.38
O 2.431 -5.424 -2.553 -0.19
C 5.744 -4.700 -1.163 -0.56
C 5.861 -5.299 -2.555 0.64
C 7.233 -6.020 -2.762 -1.48
O 5.805 -4.217 -3.494 -0.37
H 4.066 -6.360 3.157 0.49
H 1.965 -4.582 0.178 -1.14
H 2.483 -3.156 1.055 0.24
H 4.663 -2.027 -0.506 -0.10
H 3.469 -2.411 -3.216 0.01
H 2.003 -2.946 -2.313 0.30
H 2.680 -6.238 -3.003 0.18
H 6.647 -4.091 -1.024 0.30
H 5.782 -5.456 -0.369 0.45
H 5.068 -6.004 -2.792 0.07
H 7.882 -5.818 -1.916 0.34
H 7.089 -7.098 -2.857 0.38
H 7.680 -5.688 -3.700 0.34
H 6.620 -3.718 -3.410 0.23
C 3.535 -3.734 -6.436 1.13
Cl 1.850 -3.418 -6.868 -0.14
Cl 4.196 -5.040 -7.429 -0.17
Cl 4.505 -2.269 -6.607 -0.16
H 3.569 -4.044 -5.394 -0.67
C -1.051 -4.577 -0.831 -0.09
Cl -2.557 -4.653 0.109 -0.18
Cl -0.335 -2.986 -0.612 0.00
Cl 0.058 -5.853 -0.351 -0.13
H -1.286 -4.706 -1.880 0.27
C 1.792 0.872 -1.380 0.02
Cl 0.802 -0.306 -0.500 0.09
Cl 3.314 1.160 -0.543 0.00
Cl 2.087 0.319 -3.028 -0.12
H 1.245 1.804 -1.430 0.04
C -6.366 -3.983 -2.600 0.23
Cl -6.736 -2.300 -2.976 -0.02
Cl -7.632 -4.688 -1.589 -0.14
Cl -6.157 -4.927 -4.079 -0.13
H -5.438 -4.008 -2.047 0.05
C -5.055 -1.679 2.452 0.02
Cl -4.160 -2.878 1.512 0.02
Cl -5.816 -0.495 1.380 -0.13
Cl -6.262 -2.454 3.481 -0.13
H -4.352 -1.156 3.088 0.23
C 7.491 -0.588 -0.305 -0.15
Cl 7.270 -1.680 1.062 -0.10
Cl 6.866 -1.292 -1.793 -0.02
Cl 6.723 0.977 0.016 -0.15
H 8.552 -0.419 -0.432 0.39
C -3.457 1.797 1.124 0.03
Cl -3.450 1.968 2.883 -0.15
Cl -3.257 3.374 0.355 -0.07
Cl -2.188 0.696 0.593 0.14
H -4.412 1.380 0.830 0.02
C 2.974 -1.234 4.134 -0.13
Cl 3.223 -2.898 3.623 -0.08
Cl 4.311 -0.666 5.150 -0.14
Cl 2.782 -0.200 2.718 -0.05
H 2.065 -1.187 4.719 0.29
C -3.577 -1.686 -5.972 -0.05
Cl -2.542 -0.265 -6.119 -0.11
Cl -3.100 -2.652 -4.572 -0.05
Cl -5.278 -1.218 -5.856 -0.08
H -3.449 -2.289 -6.861 0.31
C 4.156 1.169 9.133 0.02
Cl 2.537 1.872 9.163 -0.11
Cl 4.073 -0.566 8.836 -0.10
Cl 5.157 1.963 7.916 -0.11
H 4.612 1.327 10.102 0.30
C -5.809 2.135 -3.529 -0.09
Cl -4.795 2.443 -4.939 -0.11
Cl -6.708 0.627 -3.736 -0.10
Cl -4.824 2.129 -2.063 -0.03
H -6.525 2.942 -3.447 0.33
C -9.430 -0.079 4.399 -0.01
Cl -10.455 -1.105 5.407 -0.13
Cl -7.847 0.144 5.149 -0.09
Cl -9.270 -0.758 2.780 -0.07
H -9.902 0.891 4.314 0.31
C -0.145 5.877 -0.449 -0.08
Cl 0.088 4.141 -0.243 -0.07
Cl 0.432 6.395 -2.035 -0.07
Cl -1.844 6.320 -0.228 -0.08
H 0.436 6.386 0.308 0.30
C 2.519 6.880 -5.789 0.02
Cl 0.940 6.628 -5.044 -0.09
Cl 3.166 8.467 -5.358 -0.13
Cl 3.639 5.602 -5.321 -0.10
H 2.396 6.846 -6.864 0.32
C -0.678 0.288 11.283 0.04
Cl -1.662 -0.880 12.170 -0.13
Cl 0.862 0.554 12.104 -0.11
Cl -0.419 -0.249 9.623 -0.09
H -1.213 1.228 11.255 0.28
C -3.274 10.273 0.554 0.49
Cl -2.285 10.539 -0.883 -0.12
Cl -4.136 8.738 0.440 -0.09
Cl -2.282 10.326 2.013 -0.14
H -4.005 11.066 0.615 -0.16
C -6.900 12.209 1.463 0.05
Cl -7.911 10.974 2.212 -0.11
Cl -5.427 12.463 2.406 -0.11
Cl -6.507 11.768 -0.202 -0.11
H -7.456 13.137 1.445 0.32